1.
A molecular structure, C24H66AgFeN8O12 in a non-equilibrium geometry. Source: the OMol25 dataset; level of theory: wB97M-V/def2-TZVPD.

```
112
Properties=species:S:1:pos:R:3:forces:R:3
Ag -7.35042 -2.45517 1.72277 2.5 -2.0 -0.6
Fe -2.87000 1.49870 2.90460 -0.1 -3.3 -2.7
N -4.85527 -0.99900 3.60860 -1.6 -0.9 -0.2
O -4.41919 -1.95923 4.19042 -0.5 -0.8 -0.3
O -5.95604 -0.93583 2.99420 1.6 0.0 0.9
O -4.18549 0.05785 3.69539 2.1 3.4 -0.3
N -2.42232 -0.36407 0.20820 3.4 -2.9 -2.0
O -3.22667 -0.84339 -0.58603 0.0 0.6 0.7
O -1.20832 -0.60253 0.19974 -1.4 0.4 -0.3
O -2.82305 0.35431 1.14450 -2.5 2.8 3.1
C -7.12558 -2.64406 7.72238 0.2 -0.2 -0.4
C -5.60154 -2.55916 7.58044 0.0 0.8 2.3
C -4.80824 -2.27577 8.94796 -0.2 1.0 -0.9
O -5.07213 -0.97393 9.56700 0.1 -1.2 -0.8
C -5.98541 -1.01688 10.64702 0.2 -1.4 0.9
N -5.18681 -3.86616 7.10177 -0.2 0.5 0.1
H -7.29474 -3.67962 8.01754 -0.5 0.3 0.7
H -7.59309 -2.59059 6.73919 0.1 0.1 -0.3
H -7.62018 -1.86331 8.30023 0.2 -0.3 0.3
H -5.37663 -1.75191 6.88341 0.4 0.3 -0.1
H -3.73604 -2.25701 8.75272 0.2 0.4 -0.6
H -4.81689 -3.16691 9.57557 -1.0 0.2 0.7
H -6.91742 -1.48991 10.33765 -0.3 0.5 0.1
H -6.07652 -0.09818 11.22649 -0.2 0.5 -1.0
H -5.59605 -1.65751 11.43828 0.2 -0.5 0.0
H -4.19027 -3.96197 7.23532 0.2 -0.2 -0.6
H -5.47464 -3.84666 6.13385 0.7 -0.7 -0.4
C -9.43239 -4.60184 5.15985 0.6 -0.6 -1.2
C -8.99283 -3.73251 3.93124 -1.8 0.7 2.6
C -9.09588 -2.23103 4.32731 0.9 -0.8 -0.7
O -8.80282 -1.47116 3.16385 -1.2 1.5 0.5
C -8.98049 -0.04707 3.43595 1.0 -0.7 -1.3
N -7.73574 -4.20087 3.39919 0.4 0.4 -0.9
H -8.54112 -4.93745 5.69001 0.0 0.5 0.5
H -9.79608 -5.54293 4.74732 -0.4 0.0 0.1
H -10.18813 -4.17915 5.82189 0.2 0.1 -0.1
H -9.73336 -3.86933 3.14318 0.0 0.0 -0.1
H -8.37277 -1.86357 5.05545 0.0 -0.6 0.5
H -10.10746 -2.02756 4.67861 -0.1 -0.1 0.0
H -8.66369 0.41336 2.50014 -0.3 0.2 -0.1
H -8.24770 0.27777 4.17461 -0.3 -0.1 0.4
H -10.00976 0.22861 3.66551 0.1 -0.2 0.2
H -6.99665 -4.33655 4.07404 0.3 0.8 0.7
H -7.88296 -5.17687 3.18505 -0.3 -0.3 -0.9
C -2.13649 5.23759 0.73197 -2.2 0.0 -1.3
C -2.74442 4.17310 1.69717 -0.1 2.9 -0.4
C -4.21895 3.78520 1.55063 0.0 0.5 -1.3
O -4.49829 2.59226 2.30764 1.7 0.3 1.0
C -5.83612 2.21721 2.49753 -2.5 -0.4 0.1
N -1.85592 3.04579 1.72525 0.5 -0.8 1.6
H -1.08569 5.49217 0.87024 0.0 -0.5 0.2
H -2.68001 6.17895 0.81269 0.0 0.1 0.4
H -2.39462 4.94594 -0.28607 0.7 -0.1 -0.3
H -2.57131 4.81327 2.56222 -0.6 -1.0 1.2
H -4.53654 3.52076 0.54200 0.5 0.1 -0.4
H -4.85447 4.63070 1.81394 -0.1 -0.2 0.6
H -6.31682 1.70522 1.66393 0.9 -0.1 -0.6
H -6.52251 3.05622 2.61171 0.6 0.5 0.6
H -5.92714 1.51001 3.32196 0.3 0.5 0.0
H -1.05940 3.49385 2.15524 0.8 -0.6 0.5
H -1.48734 2.85640 0.80417 -0.3 -0.7 -0.6
C -0.89086 -1.86681 3.27824 -0.2 -0.2 -0.4
C -0.95963 -0.76619 4.29662 -1.1 -3.4 2.9
C 0.23837 -0.75631 5.28961 1.5 -0.1 0.0
O 0.64392 -1.94188 5.95319 -0.7 -0.1 -0.6
C -0.11926 -2.38196 7.08282 -1.0 0.4 -0.4
N -1.13959 0.50814 3.69255 0.2 2.1 0.1
H -1.73215 -1.78847 2.58962 -0.2 -0.1 0.0
H -0.94530 -2.83576 3.77449 0.2 0.1 0.0
H -0.00295 -1.82132 2.64764 0.2 0.0 0.2
H -1.77953 -0.94579 4.99203 -0.7 -0.1 -0.4
H 0.14919 0.03292 6.03609 -0.5 0.4 0.1
H 1.11375 -0.50612 4.69025 0.3 0.1 -0.1
H 0.07628 -1.81657 7.99396 0.5 -0.1 0.0
H -0.01120 -3.45791 7.21971 0.6 0.2 0.0
H -1.18391 -2.24499 6.89344 -0.3 0.1 -0.1
H -0.20501 0.58190 3.31675 0.3 1.0 -1.5
H -1.06831 1.15274 4.46684 0.3 0.6 0.9
C -6.09220 0.67263 -1.14829 -1.2 -1.2 0.1
C -6.84211 -0.30559 -0.22102 0.0 2.0 1.9
C -8.29319 -0.43579 -0.48760 0.1 0.4 -1.0
O -8.88219 -1.24181 0.51498 1.0 0.1 0.2
C -10.25722 -1.38830 0.40020 -2.2 -0.8 -1.2
N -6.24768 -1.60876 -0.11517 -0.1 0.2 -1.4
H -5.85357 0.20242 -2.10227 0.2 -0.1 0.0
H -5.17214 0.93771 -0.62740 -0.2 0.6 -0.4
H -6.84603 1.42364 -1.38459 0.7 0.7 0.1
H -6.73548 0.06844 0.79723 -0.1 0.5 0.1
H -8.27289 -0.85189 -1.49485 -1.0 -0.7 -0.3
H -8.75954 0.54439 -0.58701 -0.3 0.0 0.4
H -10.45925 -1.77884 -0.59718 -0.3 0.8 -0.5
H -10.83114 -0.49834 0.65843 0.3 0.3 -0.4
H -10.76519 -2.18914 0.93752 1.1 -0.2 1.0
H -6.49194 -1.99341 -1.01655 -0.4 -1.3 -0.2
H -5.29705 -1.34999 -0.33749 1.3 -0.8 1.1
C -5.03434 -5.20566 -0.03127 1.1 -0.8 -1.6
C -5.11660 -5.00653 1.41255 -0.5 0.1 1.2
C -3.88823 -5.54242 2.17003 -0.1 -0.2 0.2
O -4.08309 -5.39590 3.55665 -0.3 0.8 0.7
C -2.95317 -5.73455 4.35883 0.6 -1.4 -0.5
N -5.18332 -3.55545 1.66788 0.6 -0.3 1.2
H -5.83907 -4.76258 -0.61795 -0.5 -0.7 0.2
H -4.80406 -6.26129 -0.17519 -0.8 -0.2 -0.7
H -4.16338 -4.74811 -0.50051 0.5 0.4 0.4
H -6.03443 -5.42218 1.82840 0.1 -0.3 0.0
H -3.03442 -4.94366 1.85286 0.5 0.0 -0.2
H -3.67861 -6.59231 1.96536 -0.1 -0.1 -0.4
H -2.53741 -6.68090 4.01291 -0.1 -0.4 -0.2
H -3.20868 -5.95286 5.39574 -0.5 0.6 -0.1
H -2.07674 -5.09085 4.28379 -0.4 0.8 0.0
H -4.83847 -3.48632 2.61467 -1.0 0.3 1.4
H -4.28402 -3.28385 1.29693 0.0 1.2 -1.5
```
Positions in Å, forces in eV/Å.

Calculated values
E = -3704.19257 hartree
Multiplicity = 7
Charge = +3
HOMO energy (alpha / beta) = -14.807 / -14.807 eV

2.
A molecular structure, C24H66AgN9O14 in a non-equilibrium geometry. Source: the OMol25 dataset; level of theory: wB97M-V/def2-TZVPD.

```
114
Properties=species:S:1:pos:R:3:forces:R:3
Ag 7.05073 23.06820 -21.87314 -0.1 -0.5 0.1
C 7.24503 22.40169 -17.27711 0.0 0.0 0.1
C 7.95497 22.55508 -18.64914 -0.2 0.9 0.1
C 9.39328 22.10700 -18.66775 0.4 -0.2 0.9
O 7.18327 22.07070 -19.67884 0.2 0.3 0.5
H 7.35849 21.38044 -16.91701 0.1 0.1 0.2
H 6.17816 22.63729 -17.24608 -0.1 -0.2 -0.6
H 7.65429 23.15502 -16.60190 0.4 -0.5 0.2
H 8.05253 23.65789 -18.67102 -0.5 0.2 -0.9
H 9.90524 22.26880 -19.61134 -0.4 -0.4 -0.3
H 9.45838 21.06808 -18.34680 0.2 0.0 -0.4
H 9.97000 22.68406 -17.93853 -0.2 0.0 0.1
C 15.00450 20.72033 -19.11718 0.6 -2.3 0.5
C 13.63984 20.67812 -19.83964 1.0 1.4 -0.9
C 13.37613 22.08361 -20.42259 -0.4 1.1 0.5
C 14.01807 22.52450 -21.73701 1.4 -0.6 0.1
C 14.00159 21.37967 -22.76295 -1.0 0.1 0.3
C 14.34846 19.97557 -22.21026 0.1 0.8 -0.3
N 13.59149 19.76569 -20.96730 -1.1 -0.9 -1.0
O 13.72409 18.39804 -20.57941 0.5 1.0 0.5
C 13.82774 19.02198 -23.31047 -0.4 -0.3 0.2
C 15.86627 19.79761 -22.08222 0.6 -0.4 -1.3
C 12.51076 20.35994 -18.88514 -0.1 0.0 0.1
H 15.52180 19.75528 -19.26193 0.0 0.1 -0.5
H 14.94175 20.58472 -18.03379 -0.3 1.1 0.1
H 15.75397 21.43871 -19.43654 -0.4 0.4 0.1
H 12.29656 22.25629 -20.45710 -0.1 -0.3 -0.3
H 13.72774 22.80527 -19.67441 -0.1 -0.1 0.2
H 15.03811 22.85805 -21.50854 0.2 -0.5 -0.1
H 13.60255 23.47391 -22.08147 -0.6 -0.3 -0.3
H 14.55560 21.52200 -23.69121 0.3 0.4 0.2
H 12.96435 21.26804 -23.09120 -0.1 0.2 0.0
H 13.73195 17.98573 -22.99015 0.4 0.0 0.1
H 12.82306 19.29293 -23.64101 0.0 0.2 0.2
H 14.45419 19.08348 -24.19997 0.2 -0.1 0.1
H 16.13733 18.78130 -21.78536 0.0 0.2 0.7
H 16.28905 19.79968 -23.09489 -0.2 0.2 -0.1
H 16.45751 20.57742 -21.60468 -0.4 -0.1 0.6
H 11.55662 20.48673 -19.39707 0.0 -0.5 -0.2
H 12.48402 21.07758 -18.06145 0.3 -0.1 0.1
H 12.64412 19.34379 -18.51674 -0.3 0.0 0.2
H 14.60258 18.40814 -20.16056 -0.1 -0.6 0.0
C 10.61090 26.40938 -16.88393 -2.1 -0.3 -0.2
C 11.52927 25.50118 -16.09526 0.8 0.8 -0.5
O 12.48748 24.88339 -16.93086 0.3 -0.2 -0.5
O 9.77630 25.61971 -17.76123 0.3 -1.2 -0.3
H 11.11919 27.14540 -17.51070 0.4 0.0 0.5
H 9.84011 26.87504 -16.25712 0.8 0.5 0.5
H 11.06076 24.74215 -15.46509 -0.5 0.3 -0.1
H 12.12513 26.18448 -15.48235 -0.2 -0.2 0.4
H 12.07526 24.61872 -17.76000 -0.2 -0.1 0.1
H 9.21366 26.16484 -18.31455 0.1 0.3 0.0
C 9.59329 24.46751 -13.07733 -0.5 0.7 0.4
C 8.20901 24.71014 -13.67059 -0.8 0.2 0.1
O 7.36711 23.62248 -13.35463 0.1 -1.0 -0.4
O 9.41964 24.19971 -11.68926 0.4 -0.2 -0.4
H 10.22541 25.36128 -13.13083 -0.1 0.1 -0.6
H 10.09346 23.66463 -13.62877 -0.1 -0.3 0.2
H 8.23240 24.79225 -14.76603 0.5 0.0 0.0
H 7.70147 25.61572 -13.32592 0.6 0.2 0.2
H 6.55469 23.86625 -12.90941 0.1 0.4 0.1
H 10.31009 24.22223 -11.32395 -0.2 -0.1 0.3
C 6.58579 20.21923 -13.01508 -0.6 1.5 -0.2
C 7.15892 20.10206 -14.41470 -1.4 -1.3 -0.6
O 8.15346 19.09636 -14.46363 0.9 0.7 0.2
O 5.39775 19.43122 -12.94574 0.4 -0.8 0.3
H 6.30360 21.25687 -12.80635 0.0 0.1 -0.4
H 7.35029 20.07733 -12.24724 -0.1 -1.0 0.0
H 7.31789 21.09092 -14.85911 1.1 0.0 0.3
H 6.35685 19.67788 -15.03684 -0.4 0.4 0.2
H 8.37163 18.89965 -15.39165 -0.2 0.0 0.4
H 4.64955 19.92059 -12.60312 0.2 0.2 0.2
C 7.78973 18.68823 -19.42583 0.9 1.2 0.2
C 8.41122 17.95450 -18.24300 -1.5 -0.4 -0.2
O 8.70427 18.75839 -17.10884 0.9 0.4 -0.9
O 6.58445 19.34118 -19.07452 -0.7 -0.7 0.0
H 7.76091 17.97941 -20.25997 -0.8 -0.1 0.1
H 8.42802 19.49187 -19.82104 0.5 -0.3 0.2
H 9.19804 17.32912 -18.67711 0.5 0.2 0.6
H 7.64749 17.29626 -17.82160 0.0 -0.3 -0.4
H 9.36858 19.40656 -17.37243 0.1 -0.1 0.3
H 6.66595 20.29207 -19.19073 0.2 -0.2 -0.2
C 4.04560 21.98799 -21.43858 -0.7 0.1 1.1
O 5.04642 22.16756 -22.13765 -0.3 -0.1 -0.4
N 4.10111 21.72049 -20.10791 0.8 0.0 0.0
N 2.76949 22.08126 -21.89516 0.7 0.2 -0.7
H 5.00575 21.75007 -19.66372 0.0 -0.1 -0.1
H 3.29608 21.74538 -19.51400 -0.2 -0.1 0.0
H 2.64651 22.26391 -22.87671 -0.2 -0.1 0.1
H 2.00580 21.77853 -21.32546 -0.2 -0.1 -0.1
C 5.28677 25.26618 -20.08217 0.1 -0.8 -1.3
O 6.25677 24.94346 -20.79234 -0.5 0.9 1.0
N 4.32571 26.07890 -20.58565 0.2 0.1 0.0
N 5.06260 24.74372 -18.85871 0.2 0.9 -0.6
H 4.44351 26.31361 -21.55503 -0.2 0.2 0.1
H 3.56576 26.45572 -20.05070 0.0 0.0 0.0
H 4.13131 24.89371 -18.51738 0.2 -0.6 0.8
H 5.75522 24.08451 -18.55367 -0.4 -0.2 0.4
C 5.53021 27.21902 -15.03591 -1.3 -0.2 -0.2
O 4.80028 26.45508 -14.41692 0.6 0.3 0.1
N 6.40039 26.76143 -15.98745 0.0 0.1 0.7
N 5.44843 28.58137 -14.92567 0.3 -1.0 0.0
H 6.56586 25.77392 -15.91376 0.3 0.0 -0.6
H 6.76517 27.39241 -16.67192 0.4 -0.4 -0.2
H 4.58953 28.90156 -14.51540 0.2 0.5 0.0
H 6.07163 29.11567 -15.49854 -0.4 0.6 0.2
C 9.84932 25.01740 -21.65520 -2.1 -1.4 0.9
O 8.81954 24.30182 -21.68058 1.4 0.4 -0.5
N 10.83986 24.70968 -20.80089 0.1 0.9 -0.8
N 9.93679 26.13155 -22.38034 0.5 0.7 -0.2
H 10.72284 23.86318 -20.28351 0.4 0.0 0.3
H 11.61038 25.35024 -20.74235 0.4 -0.5 0.4
H 9.16191 26.39257 -22.96304 0.0 0.0 0.1
H 10.63190 26.81539 -22.13682 0.0 0.1 -0.3
```
Positions in Å, forces in eV/Å.

Calculated values
E = -2646.88025 hartree
Multiplicity = 2
Charge = +1
HOMO energy (alpha / beta) = -10.369 / -10.369 eV